35
Properties=species:S:1:pos:R:3:forces:R:3 method="wB97M-V/def2-TZVPD" de_lowest_kcal_mol=47.17 e_lumo_ev=0.7 energy_ha=-915.45109 smiles="O=C(NC[C@@H]1CCCO1)Nc1ccc2c(c1)OCO2" max_force_ha_per_bohr=0.025 spin_multiplicity=1 e_homo_ev=-7.689 orbital_gap_ev=8.3
O 0.11650 -2.64091 -0.65400 0.32 -0.16 -0.33
C -0.40734 -1.91082 0.15885 -0.17 0.04 0.29
N 0.22254 -0.88457 0.81874 -0.46 0.07 0.31
C 1.53764 -0.43790 0.67523 0.42 0.19 -0.06
C 1.99226 0.52315 1.57462 -0.19 -0.16 -0.07
C 3.27882 1.04737 1.50037 0.36 -0.06 -0.27
C 4.08867 0.57806 0.49664 -0.29 -0.38 -0.29
C 3.63512 -0.38314 -0.40788 0.05 0.53 0.57
C 2.36896 -0.90856 -0.34839 0.25 -0.08 -0.21
H 2.02828 -1.65637 -1.04128 -0.03 -0.06 -0.06
O 4.63193 -0.67032 -1.30013 -0.51 -0.20 0.02
C 5.73193 0.13013 -0.92589 1.14 0.05 -0.53
O 5.38471 0.91589 0.19356 -0.25 0.17 0.33
H 6.58854 -0.51552 -0.67184 -0.25 0.11 0.00
H 6.01195 0.78740 -1.76507 -0.15 -0.13 0.20
H 3.62527 1.78842 2.20037 0.04 0.10 0.10
H 1.33339 0.87307 2.35602 -0.10 0.02 0.08
H -0.27084 -0.47762 1.59909 0.05 -0.12 -0.16
N -1.71368 -2.11896 0.54602 -0.32 -0.28 -0.08
H -2.12307 -2.87995 0.01940 0.22 0.04 0.03
C -2.67713 -1.13011 0.96856 -0.41 0.30 -0.21
H -3.45226 -1.63157 1.55491 0.11 0.10 0.04
H -2.21311 -0.37927 1.61096 -0.09 -0.01 0.03
C -3.35514 -0.41912 -0.22034 0.33 -0.29 0.10
C -2.38465 0.42428 -1.06398 -0.19 0.00 0.04
H -2.05141 -0.10436 -1.95365 0.08 -0.02 -0.01
C -3.21026 1.67048 -1.37910 -0.14 -0.10 0.21
H -2.60065 2.55205 -1.56006 0.01 0.05 -0.05
C -4.05572 1.78803 -0.11361 0.08 0.35 -0.12
H -4.99777 2.31866 -0.25864 0.07 0.03 0.03
H -3.48744 2.28325 0.68783 -0.06 0.00 -0.08
O -4.36514 0.45817 0.26061 -0.04 -0.18 0.12
H -3.85298 1.49441 -2.24184 -0.02 0.05 -0.03
H -1.50769 0.69617 -0.47477 0.04 -0.01 -0.01
H -3.85025 -1.17993 -0.84128 0.09 0.04 0.06

---

59
Properties=species:S:1:pos:R:3:forces:R:3 method="wB97M-V/def2-TZVPD" e_lumo_ev=2.0 energy_ha=-2968.74334 max_force_ha_per_bohr=0.015 spin_multiplicity=1 charge=-1 e_homo_ev=-5.753 orbital_gap_ev=7.7
C 0.93007 4.41949 -0.53569 0.04 0.02 0.03
C 1.29466 4.04009 -1.97029 -0.01 -0.09 0.04
Cl 3.01422 4.59591 -2.31856 -0.01 0.06 -0.02
C 0.34288 4.58672 -3.01330 -0.10 0.18 -0.07
B -0.95888 3.64715 -3.07042 0.36 -0.50 0.49
S -2.49473 4.53049 -4.03637 0.07 0.26 -0.20
O -3.39193 3.52634 -4.57925 -0.18 -0.07 0.06
O -3.05945 5.62876 -3.27761 -0.11 0.10 0.04
C -1.90262 5.33438 -5.65707 0.15 0.15 0.11
F -2.96672 5.42925 -6.46737 -0.38 0.04 -0.12
F -1.02153 4.48439 -6.22211 0.23 -0.19 -0.20
C -1.23537 6.73434 -5.65441 0.08 0.06 0.15
F -1.25884 7.25733 -6.89931 0.08 -0.11 0.19
F 0.04837 6.64628 -5.27960 -0.21 0.07 -0.04
F -1.85215 7.59462 -4.84583 0.05 -0.07 -0.17
O -0.73244 2.36813 -3.72945 -0.01 0.26 0.08
C -1.20861 1.35261 -2.88775 0.04 -0.21 -0.15
C -2.16451 2.06480 -1.92838 -0.06 0.17 -0.03
P -2.44253 1.19968 -0.34429 0.02 0.07 0.09
N -3.88079 1.17279 0.20862 0.12 -0.13 -0.19
O -1.39163 1.91565 0.64819 -0.11 -0.07 0.07
O -1.79407 -0.27302 -0.54235 -0.02 -0.06 0.07
O -1.57176 3.33905 -1.77099 -0.05 0.01 -0.22
H 0.24695 5.26877 -0.52884 0.02 0.03 -0.02
H 1.81570 4.68500 0.03953 0.01 -0.07 0.01
H 0.42236 3.59239 -0.04369 -0.06 0.01 -0.03
H 1.36964 2.95810 -2.07418 0.08 0.03 0.01
H 0.13903 5.63671 -2.78249 -0.06 -0.02 -0.03
H 0.81451 4.55842 -3.99771 0.01 -0.05 0.02
H -1.69706 0.55917 -3.45946 -0.02 0.05 0.00
H -0.36229 0.90442 -2.34410 -0.01 -0.01 0.02
H -3.15459 2.16433 -2.39148 0.03 -0.10 0.03
H -4.27363 0.25771 0.37905 -0.08 0.09 0.09
H -1.87510 2.09542 1.46674 0.11 0.07 -0.01
H -0.83680 -0.26827 -0.41874 0.01 0.01 -0.07
C 1.03807 -4.35737 2.31519 -0.01 -0.01 0.02
C 0.95702 -4.91336 1.04537 0.01 0.01 0.00
C 0.15737 -4.32083 0.07773 0.03 0.01 0.02
C -0.56243 -3.17253 0.38004 -0.04 -0.02 -0.04
C -0.48364 -2.61802 1.65035 0.00 0.02 0.01
C 0.31750 -3.21019 2.61757 0.00 0.01 -0.01
H 1.65769 -4.82082 3.07285 -0.01 0.00 0.00
H 1.52054 -5.80761 0.80926 -0.01 0.00 0.00
H 0.09637 -4.75105 -0.91387 0.00 0.00 0.00
H -1.19178 -2.70849 -0.36834 -0.01 -0.02 0.01
H -1.05096 -1.72492 1.88151 0.00 0.00 -0.01
H 0.37953 -2.77817 3.60854 0.00 0.00 0.00
C 3.38679 -6.22131 4.94629 0.01 0.01 -0.02
C 2.92267 -7.51145 5.16241 -0.01 0.00 0.00
C 2.39313 -7.85977 6.39724 0.00 0.00 0.00
C 2.32634 -6.91766 7.41444 0.00 0.00 0.00
C 2.78855 -5.62697 7.19723 0.00 0.00 0.00
C 3.31923 -5.27853 5.96289 0.00 0.00 0.00
H 3.79813 -5.94784 3.98264 0.01 -0.01 0.01
H 2.96976 -8.24397 4.36675 0.01 0.00 0.00
H 2.02931 -8.86533 6.56593 0.00 0.00 0.00
H 1.91033 -7.18860 8.37649 0.00 0.00 0.00
H 2.73270 -4.89119 7.98929 0.00 0.00 0.00
H 3.67736 -4.27145 5.79122 0.00 0.00 0.00

---

24
Properties=species:S:1:pos:R:3:forces:R:3 method="wB97M-V/def2-TZVPD" de_lowest_kcal_mol=84.79 e_lumo_ev=-0.3 energy_ha=-611.44749 smiles=O.O.O.O.O.O.O.O max_force_ha_per_bohr=0.043 spin_multiplicity=1 e_homo_ev=-10.879 orbital_gap_ev=10.5
H -0.73037 -0.12119 0.20282 0.02 -0.12 0.09
H -0.96691 -1.42851 -0.53542 0.22 -0.29 0.13
H 1.23485 0.27021 -2.09657 -0.09 -1.36 -0.20
H 2.03649 -0.51950 -3.11822 -0.33 0.10 0.25
H -1.28062 3.74762 0.59739 -0.07 0.12 0.01
H -1.82880 3.68341 -0.81874 -0.06 0.11 0.02
H -5.07358 -0.10251 1.94720 0.08 0.02 -0.08
H -4.66944 -1.41141 1.28879 0.06 0.05 0.02
H -1.85795 -2.59198 -2.07357 -0.03 -0.17 -0.16
H -2.78324 -2.12319 -0.96267 -0.20 -0.11 0.03
H 1.06955 0.72535 3.34556 0.13 -0.11 0.00
H 1.70870 1.78934 2.46837 0.10 -0.08 0.10
H 1.86506 1.74813 -2.08078 0.27 0.49 -0.19
H 3.37732 1.71908 -1.93148 0.08 0.05 0.02
H 3.46124 -2.38557 1.04799 -0.13 0.04 0.06
H 4.19556 -2.56423 2.36666 -0.10 0.06 0.02
O -0.50310 -1.05762 0.22373 -0.06 0.46 0.02
O 1.19209 -0.51527 -2.65351 -1.30 -1.06 -0.33
O -1.59020 4.30716 -0.12376 0.11 -0.24 -0.03
O -4.46242 -0.47012 1.29886 -0.11 -0.08 0.03
O -2.30944 -2.90032 -1.27980 0.08 0.30 -0.07
O 1.89825 1.19694 3.20466 -0.21 0.19 -0.09
O 2.64158 1.22579 -2.31140 1.34 1.73 0.42
O 3.37539 -2.22164 1.99390 0.21 -0.11 -0.08